<P>
A cluster of 2 separate species, C4H4O4 in total. Source: OMol25; level of theory: ωB97M-V/def2-TZVPD.

```
! wB97M-V def2-TZVPD RIJCOSX def2/J DEFGRID3
* xyz 0 1
C -1.32 -0.19 -0.03
C -0.57 -1.24 -0.20
C 0.86 -0.71 -0.06
C 0.63 0.60 0.08
H -3.03 -0.83 1.17
H -1.09 -2.27 -0.13
H 1.90 -2.24 -0.05
H 1.31 2.58 -0.04
O -2.67 0.13 -0.16
O 2.15 -1.19 0.12
O 1.62 1.56 -0.13
O -0.69 1.00 0.20
*
```

## Properties
**LUMO level**: -1.914 eV


<Q>
An isolated molecule of C4H4O4. Source: OMol25; level of theory: ωB97M-V/def2-TZVPD.

```
! wB97M-V def2-TZVPD RIJCOSX def2/J DEFGRID3
* xyz 0 1
C 0.65 0.61 0.07
O 0.96 0.77 1.44
O 1.76 0.04 -0.56
O 0.03 1.60 -0.54
H 1.12 1.71 1.62
H 1.96 0.60 -1.33
C -0.58 -1.74 -0.35
C -1.61 0.45 0.14
C -0.56 -0.46 0.05
O -2.58 0.93 0.51
H 0.36 -2.25 -0.46
H -1.50 -2.26 -0.58
*
```

## Properties
**LUMO level (alpha / beta)**: -0.965 / -0.965 eV


The structure with the greatest stability is <Q>.


<P>
An isolated molecule of C3H5FS. Source: OMol25; level of theory: ωB97M-V/def2-TZVPD.

```
! wB97M-V def2-TZVPD RIJCOSX def2/J DEFGRID3
* xyz 0 1
F 1.85 -0.77 -0.18
C 0.66 -0.35 0.40
C 0.36 1.09 0.04
C -0.42 -0.07 -0.50
S -2.18 -0.27 -0.02
H 0.64 -0.88 1.45
H 1.13 1.29 -0.81
H 0.18 1.82 0.85
H -0.28 -0.36 -1.55
H -1.94 -1.51 0.32
*
```

## Properties
**LUMO level**: 0.944 eV
**Structure (SMILES)**: F[C@H]1C[C@@H]1S


<Q>
An isolated molecule of C3H5FS. Source: OMol25; level of theory: ωB97M-V/def2-TZVPD.

```
! wB97M-V def2-TZVPD RIJCOSX def2/J DEFGRID3
* xyz 0 1
C -0.29 -0.47 -1.88
S -1.08 0.05 -0.20
C 0.18 0.27 0.73
C 0.20 0.70 2.03
F -0.77 0.71 2.89
H 0.25 0.40 -2.46
H 0.24 -1.32 -1.60
H -1.07 -1.25 -2.59
H 1.17 0.06 0.63
H 1.17 0.86 2.44
*
```

## Properties
**LUMO level**: 0.850 eV
**Structure (SMILES)**: CS/C=C\F


The structure with the greatest stability is <P>.


<P>
An isolated molecule of C7H15NO. Source: OMol25; level of theory: ωB97M-V/def2-TZVPD.

```
! wB97M-V def2-TZVPD RIJCOSX def2/J DEFGRID3
* xyz 0 1
C 0.03 1.20 -1.67
C 0.21 1.18 -0.16
C -1.05 1.76 0.32
C 0.63 -0.19 0.39
C 2.11 -0.31 0.56
O 2.36 -1.70 1.00
N 0.00 -1.16 1.38
C -0.04 -1.55 -0.03
C -1.56 -1.41 -0.45
H -0.23 2.14 -2.10
H -0.74 0.21 -1.90
H 0.98 0.98 -2.28
H 1.04 1.83 0.20
H -1.20 1.81 1.51
H -1.95 1.37 -0.10
H -1.20 2.90 0.16
H 2.61 -0.25 -0.38
H 2.51 0.37 1.51
H 1.79 -1.68 1.87
H -1.05 -0.97 1.62
H 0.58 -2.46 -0.17
H -1.72 -1.43 -1.52
H -2.16 -2.16 0.10
H -1.94 -0.46 0.14
*
```

## Properties
**LUMO level**: 0.904 eV
**Structure (SMILES)**: CC(C)[C@@]1(CO)N[C@H]1C


<Q>
An isolated molecule of C7H15NO. Source: OMol25; level of theory: ωB97M-V/def2-TZVPD.

```
! wB97M-V def2-TZVPD RIJCOSX def2/J DEFGRID3
* xyz 0 1
H 0.45 -1.31 -2.99
N 1.03 -0.47 -2.88
C 0.88 0.01 -1.69
C 1.59 1.30 -1.38
C -0.10 -0.76 -0.67
O -1.31 -0.94 -1.41
C -0.35 -0.21 0.73
C -0.95 1.20 0.77
C 0.91 -0.28 1.62
C -1.43 -1.20 1.41
H 2.29 1.55 -2.18
H 2.17 1.22 -0.46
H 0.86 2.12 -1.32
H 0.34 -1.76 -0.58
H -1.62 -0.06 -1.68
H -1.51 1.40 1.69
H -1.66 1.42 -0.04
H -0.20 2.00 0.73
H 1.38 -1.27 1.55
H 1.65 0.47 1.36
H 0.65 -0.10 2.67
H -2.36 -1.23 0.84
H -1.67 -0.85 2.42
H -1.03 -2.22 1.49
*
```

## Properties
**LUMO level**: 0.678 eV
**Structure (SMILES)**: [H]/N=C(/C)[C@H](O)C(C)(C)C


The structure with the greatest stability is <Q>.


<P>
A cluster of 2 separate species, C7H15NO in total. Source: OMol25; level of theory: ωB97M-V/def2-TZVPD.

```
! wB97M-V def2-TZVPD RIJCOSX def2/J DEFGRID3
* xyz 0 1
C 1.10 -0.37 0.04
C -1.86 0.42 -0.39
C 1.38 1.04 -0.34
C -0.03 1.28 -0.84
C 1.62 -1.39 -0.93
C 1.20 -0.69 1.50
C -2.11 0.79 1.05
N -1.72 -0.89 -0.68
O -0.91 -1.62 0.05
H -1.95 -1.21 -1.62
H -2.45 0.96 -1.12
H 1.64 1.67 0.50
H 2.15 1.18 -1.11
H -0.10 1.14 -1.91
H -0.44 2.23 -0.51
H 0.69 0.06 2.11
H 1.22 -1.21 -1.93
H 2.72 -1.30 -1.00
H 1.36 -2.40 -0.63
H 0.79 -1.67 1.74
H 2.26 -0.67 1.79
H -3.16 0.57 1.31
H -1.93 1.85 1.22
H -1.47 0.21 1.71
*
```

## Properties
**LUMO level (alpha / beta)**: 0.443 / 0.620 eV


<Q>
A structure of composition C7H15NO. Source: OMol25; level of theory: ωB97M-V/def2-TZVPD.

```
! wB97M-V def2-TZVPD RIJCOSX def2/J DEFGRID3
* xyz 0 1
C 0.24 -0.36 -1.40
C 0.50 1.01 -1.99
C 1.49 -1.17 -1.12
H -0.40 -0.92 -2.09
H 0.16 0.18 0.19
H 0.98 0.94 -2.97
H 1.15 1.60 -1.34
H -0.45 1.55 -2.14
H 2.06 -1.33 -2.04
H 2.15 -0.65 -0.42
H 1.26 -2.15 -0.69
C -1.44 -1.68 0.32
C -0.28 1.90 1.89
C -1.13 -0.28 -0.13
C 0.06 0.49 1.55
N 0.56 -0.41 2.29
O -1.96 0.58 -0.38
H 0.76 -0.07 3.24
H -1.90 -2.22 -0.50
H -2.15 -1.62 1.15
H -0.55 -2.21 0.67
H -0.30 2.06 2.97
H 0.46 2.58 1.46
H -1.26 2.17 1.48
*
```

## Properties
**LUMO level**: 0.918 eV


The structure with the greatest stability is <Q>.


<P>
A cluster of 2 separate species, CHCl2NO in total. Source: OMol25; level of theory: ωB97M-V/def2-TZVPD.

```
! wB97M-V def2-TZVPD RIJCOSX def2/J DEFGRID3
* xyz 0 1
C -0.02 -0.08 1.00
N 0.56 0.98 1.21
O -0.23 2.71 0.01
Cl 0.37 -1.62 1.69
Cl 0.99 3.78 -0.03
H -0.79 -0.42 0.19
*
```

## Properties
**LUMO level (alpha / beta)**: -3.229 / -3.230 eV


<Q>
A structure of composition CHCl2NO. Source: OMol25; level of theory: ωB97M-V/def2-TZVPD.

```
! wB97M-V def2-TZVPD RIJCOSX def2/J DEFGRID3
* xyz 0 1
C -0.51 -0.11 -0.08
N 0.64 0.63 -0.21
O 0.06 0.46 1.03
Cl -2.03 0.55 -0.48
Cl 2.20 -0.11 -0.48
H -0.36 -1.42 0.21
*
```

## Properties
**LUMO level**: 0.268 eV


The structure with the greatest stability is <Q>.


<P>
A structure of composition C4H11O3. Source: OMol25; level of theory: ωB97M-V/def2-TZVPD.

```
! wB97M-V def2-TZVPD RIJCOSX def2/J DEFGRID3
* xyz -1 1
C -1.67 -0.08 -1.43
O -1.79 1.10 -0.85
C -0.25 -0.62 -1.37
C 0.17 -0.94 -0.04
C 1.68 -1.15 0.11
O -0.68 0.83 1.67
H -2.16 -0.99 -0.85
H -2.14 -0.19 -2.44
H 0.41 -0.50 -2.23
H -0.17 -1.80 -0.95
H -0.47 -0.76 0.82
H 2.16 -0.16 0.29
H 1.82 -1.86 0.95
H 1.98 -1.55 -0.86
H -1.02 0.87 0.75
H 2.53 1.06 1.79
H 0.30 0.72 1.52
O 1.97 0.62 1.15
*
```

## Properties
**LUMO level**: 3.914 eV


<Q>
A cluster of 2 separate species, C4H11O3 in total. Source: OMol25; level of theory: ωB97M-V/def2-TZVPD.

```
! wB97M-V def2-TZVPD RIJCOSX def2/J DEFGRID3
* xyz -1 1
C 0.05 -0.80 1.04
C 0.54 0.59 1.51
C 0.82 1.46 0.06
O 1.17 0.83 -1.04
C -1.30 -0.83 0.41
O -1.58 -0.38 -0.90
H 0.84 -1.15 0.28
H 0.14 -1.41 1.93
H 1.50 0.56 1.93
H -0.24 1.03 2.09
H 1.69 2.07 0.46
H -0.05 2.14 0.00
H -0.66 0.03 -1.10
H -1.91 -1.83 0.49
H -2.04 -0.07 0.92
H 0.59 -0.79 -1.92
H 0.02 -0.36 -3.30
O 0.42 -1.07 -2.88
*
```

## Properties
**LUMO level**: 4.142 eV


The structure with the greatest stability is <Q>.


<P>
An isolated molecule of C3H4N2O5. Source: OMol25; level of theory: ωB97M-V/def2-TZVPD.

```
! wB97M-V def2-TZVPD RIJCOSX def2/J DEFGRID3
* xyz 0 1
C -1.12 -0.33 -0.55
C 0.01 0.50 -0.15
N -0.15 1.39 1.07
O 0.49 2.40 1.11
O -0.94 1.00 1.89
N 1.14 0.44 -0.76
O 1.39 -0.11 -1.78
O 2.30 1.12 -0.09
C 2.45 0.89 1.20
O 1.96 0.00 1.84
H -0.73 -1.26 -1.06
H -1.63 -0.46 0.47
H -1.70 0.44 -1.20
H 3.25 1.56 1.60
*
```

## Properties
**LUMO level**: -0.974 eV
**Structure (SMILES)**: C/C([N+](=O)[O-])=[N+](\[O-])OC=O


<Q>
A cluster of 2 separate species, C3H4N2O5 in total. Source: OMol25; level of theory: ωB97M-V/def2-TZVPD.

```
! wB97M-V def2-TZVPD RIJCOSX def2/J DEFGRID3
* xyz 0 1
C -0.89 0.90 -0.41
C -3.23 0.84 1.36
C -0.57 -0.56 -0.30
N -3.84 0.05 0.73
N -2.34 1.63 2.06
O -4.54 -0.67 0.19
O -1.96 1.28 -0.79
O -1.26 1.09 2.23
O -2.69 2.68 2.51
O 0.09 1.69 -0.23
H -1.18 -1.05 0.51
H 0.43 -0.68 -0.05
H -0.98 -1.23 -1.11
H 0.73 1.21 0.24
*
```

## Properties
**LUMO level**: -1.212 eV


The structure with the greatest stability is <Q>.


<P>
A structure of composition C2H4O4. Source: OMol25; level of theory: ωB97M-V/def2-TZVPD.

```
! wB97M-V def2-TZVPD RIJCOSX def2/J DEFGRID3
* xyz 0 1
C 0.66 1.39 2.97
C 0.18 0.57 1.17
O 0.34 1.73 4.10
O -0.58 -0.37 -1.75
O 1.05 -0.23 0.89
O -0.89 0.96 0.70
H 1.81 1.11 2.89
H 0.33 -0.47 -1.31
H -0.81 -0.92 -2.52
H -1.16 0.44 -0.13
*
```

## Properties
**LUMO level**: 0.205 eV


<Q>
A cluster of 2 separate species, C2H4O4 in total. Source: OMol25; level of theory: ωB97M-V/def2-TZVPD.

```
! wB97M-V def2-TZVPD RIJCOSX def2/J DEFGRID3
* xyz 0 1
C -0.41 -0.18 -0.11
C 1.09 0.35 0.07
O -0.59 -1.36 -0.25
O -3.57 -0.37 0.37
O -1.09 0.84 -0.07
O -3.21 0.71 -0.27
H 1.29 1.07 -0.71
H 1.73 -0.51 0.00
H 1.15 0.83 1.04
H -3.43 -1.14 -0.23
*
```

## Properties
**LUMO level (alpha / beta)**: -3.342 / -3.337 eV


<R>
A structure of composition C2H4O4. Source: OMol25; level of theory: ωB97M-V/def2-TZVPD.

```
! wB97M-V def2-TZVPD RIJCOSX def2/J DEFGRID3
* xyz 0 1
C -0.81 -0.46 0.23
C 0.77 0.64 -0.43
O -1.90 -0.77 -0.42
O -1.07 0.04 1.43
O 1.62 0.55 0.65
O 1.36 0.04 -1.49
H -2.68 -0.71 0.01
H -0.16 0.43 1.86
H 2.34 -0.14 0.59
H 0.93 0.06 -2.38
*
```

## Properties
**LUMO level**: 0.486 eV


The structure with the greatest stability is <P>.